[1]
49
Properties=species:S:1:pos:R:3:forces:R:3:nbo_charge:R:1 method="wB97M-V/def2-TZVPD" total_charge=+4 homo_lumo_gap_ev=1.63 relative_energy_kcal_mol=368.9
Sr 4.0529 -7.0554 2.3729 -0.2 0.1 0.0 1.050
Sr -0.9306 -4.2125 -6.0234 -0.1 0.6 0.4 1.596
Sr 3.9894 -3.8807 -2.7831 -0.5 1.0 0.2 1.321
Sr -0.8251 -7.0638 -0.5230 0.4 1.4 0.3 1.366
O 1.1362 -3.7543 0.1483 -0.4 0.0 -1.1 -0.827
C 0.2390 -2.7192 0.3408 0.3 -1.1 0.8 -0.115
C -0.6699 -2.2548 -0.9347 0.3 -2.2 -1.6 -0.097
O -1.2940 -3.3190 -1.6644 1.0 1.3 1.2 -0.807
H 0.7252 -1.9116 0.8879 0.2 0.9 -0.8 0.160
H -0.4733 -3.0043 1.1150 -0.9 -0.5 -0.1 0.164
H 0.0248 -1.7045 -1.5694 0.5 0.0 -0.5 0.120
H -1.3760 -1.4819 -0.6311 -0.4 -0.3 0.8 0.214
O 4.6567 -0.1699 -3.4484 -3.2 0.8 -3.4 -0.383
C 3.8281 0.4761 -4.4078 4.1 0.0 5.1 -0.127
C 3.3954 -0.2816 -5.7041 -3.7 -4.1 -2.8 -0.119
O 2.7624 -1.5503 -5.6337 2.5 3.0 0.8 -0.563
H 4.2429 1.4722 -4.5623 0.3 -0.2 -1.0 0.240
H 2.8673 0.6891 -3.9391 -0.9 -0.7 0.1 0.297
H 4.2572 -0.2916 -6.3714 1.4 -0.5 0.7 0.289
H 2.7631 0.3467 -6.3314 -0.6 0.7 0.9 0.216
Br -2.0893 1.3103 -5.9491 0.2 0.6 -0.1 -0.107
C -1.7814 3.2023 -5.3890 -0.2 0.3 0.8 -0.400
C -2.6035 3.4267 -4.1115 0.5 0.2 -0.3 -0.463
Br -2.2608 5.2727 -3.5783 -0.1 -0.2 0.0 0.043
H -2.0417 3.9496 -6.1386 -0.5 -0.7 -0.4 0.250
H -0.7071 3.3474 -5.2754 -0.1 -0.4 0.4 0.224
H -2.3096 2.7980 -3.2710 0.1 0.0 -0.2 0.220
H -3.6734 3.3047 -4.2808 0.2 0.1 -0.1 0.239
Br -2.3344 -4.0801 7.8678 -0.1 -0.1 -0.5 0.035
C -1.4062 -3.5224 6.2469 0.1 0.1 0.5 -0.465
C -0.2963 -2.5735 6.6308 0.1 0.8 -0.1 -0.436
Br -0.9130 -0.8169 7.3672 0.2 -1.0 -0.5 0.011
H -2.0808 -3.0952 5.5049 -0.2 0.2 0.4 0.225
H -0.9794 -4.4100 5.7800 0.1 -0.1 0.2 0.198
H 0.2616 -2.3492 5.7217 0.1 0.3 0.1 0.202
H 0.3879 -2.9663 7.3829 -0.3 -0.1 -0.1 0.231
Br -4.3887 1.4263 3.2350 0.8 0.7 -0.3 -0.038
C -3.4205 3.0946 2.7033 0.0 0.0 -1.2 -0.427
C -3.0153 3.8825 3.8709 -0.6 0.9 1.6 -0.434
Br -2.7772 5.8203 3.4260 0.0 -1.1 0.1 -0.006
H -4.1423 3.6779 2.1315 0.1 -0.4 -0.1 0.237
H -2.5103 2.9102 2.1328 -0.5 -0.7 -0.4 0.211
H -2.0971 3.5475 4.3534 -0.2 0.1 0.0 0.225
H -3.8715 3.8363 4.5439 0.4 0.4 0.5 0.233
C 3.5036 2.0258 1.6877 0.6 0.5 -0.1 -0.285
Cl 5.0532 2.8592 1.7945 0.3 0.1 -0.5 0.034
Cl 2.3262 3.1133 0.8891 0.0 -0.6 0.6 0.017
Cl 3.1693 1.5219 3.3455 -0.9 -0.2 -0.3 0.033
H 3.6263 1.1575 1.0403 -0.2 0.1 0.3 0.201

***

[2]
45
Properties=species:S:1:pos:R:3:forces:R:3:nbo_charge:R:1 method="wB97M-V/def2-TZVPD" total_charge=0 homo_lumo_gap_ev=10.91 relative_energy_kcal_mol=36.5
Cl 4.0955 6.4071 -2.0824 0.2 0.1 -0.5 -0.046
C 4.2607 6.5324 -3.8603 -1.4 0.5 -1.2 -0.388
C 3.0285 5.8626 -4.6100 1.1 0.4 1.1 -0.396
Cl 2.9039 4.2109 -4.0195 -0.2 -0.9 -0.1 -0.053
H 5.2291 6.1934 -4.2284 -0.2 -0.6 0.4 0.222
H 4.2419 7.5921 -4.1146 -0.1 0.1 0.2 0.215
H 3.1405 5.8175 -5.6933 0.3 0.2 0.1 0.224
H 2.0746 6.3312 -4.3681 0.3 0.3 0.1 0.221
Cl -4.5145 4.6564 -4.5112 -0.1 -0.1 -0.2 -0.079
C -5.1736 3.1359 -3.7934 1.2 1.8 2.5 -0.366
C -5.0760 2.0665 -4.7557 0.0 -0.8 -2.4 -0.410
Cl -5.6525 0.5008 -4.1717 -0.5 -0.1 0.2 -0.044
H -6.1438 3.4116 -3.3800 -0.1 -0.5 -0.4 0.232
H -4.4830 2.9607 -2.9686 -0.3 -0.1 0.2 0.218
H -4.0687 1.8445 -5.1078 0.1 0.5 0.3 0.230
H -5.6108 2.4409 -5.6286 -0.4 -0.8 -0.3 0.220
Cl -7.3348 0.8044 5.0159 1.0 -0.2 -0.3 -0.061
C -5.5417 0.5419 4.8997 0.4 -1.6 -0.6 -0.382
C -5.1222 -0.9906 4.6957 -0.5 1.1 0.4 -0.370
Cl -5.7531 -1.6556 3.1293 0.1 0.4 0.7 -0.069
H -5.1231 1.0482 5.7694 0.1 -0.6 0.1 0.226
H -5.0705 1.0007 4.0305 -0.8 0.5 -0.1 0.217
H -5.4397 -1.6478 5.5053 -0.3 0.1 -0.2 0.219
H -4.0385 -1.0756 4.6164 -0.1 0.3 0.0 0.221
Cl -0.9022 -6.2443 -2.6421 -0.4 0.3 -0.9 -0.067
C -1.8612 -5.0246 -3.5800 -0.1 0.3 -1.6 -0.370
C -1.4549 -4.8034 -5.1128 0.5 -1.6 2.0 -0.405
Cl 0.0394 -3.8643 -5.1227 0.1 0.4 -0.5 -0.046
H -1.7096 -4.1160 -2.9972 -0.4 0.0 -0.3 0.226
H -2.9028 -5.3362 -3.6579 0.1 -0.1 0.7 0.214
H -2.2471 -4.4477 -5.7715 0.0 0.8 0.5 0.227
H -1.2256 -5.7857 -5.5259 0.2 0.0 0.1 0.220
Cl 7.4648 -2.2666 8.0543 -0.1 -0.4 -0.4 -0.080
C 7.0892 -3.9310 7.4183 0.1 0.7 -0.3 -0.375
C 7.3086 -4.0654 5.8761 0.6 -0.2 1.0 -0.368
Cl 9.0161 -3.5552 5.4303 -1.1 -0.3 0.2 -0.075
H 6.0577 -4.0862 7.7343 -0.1 -0.1 -0.5 0.225
H 7.6994 -4.5873 8.0389 0.2 -0.1 -0.6 0.224
H 6.5925 -3.5388 5.2452 0.2 0.5 0.4 0.225
H 7.2096 -5.1103 5.5821 0.2 -0.1 0.2 0.223
C 1.9410 0.6194 2.0631 -0.8 -0.4 -0.4 -0.311
Cl 1.4039 -0.9872 1.6184 0.2 -0.8 -0.9 0.012
Cl 2.3967 0.4765 3.7173 0.8 0.6 1.0 0.043
Cl 0.5492 1.6552 1.8704 -0.4 0.9 0.0 0.015
H 2.7073 1.0087 1.3928 0.1 -0.4 0.4 0.241

***

[3]
43
Properties=species:S:1:pos:R:3:forces:R:3:lowdin_spin:R:1 method="wB97M-V/def2-TZVPD" total_charge=+2 s_squared=0.7509 homo_lumo_gap_ev="7.44 / 6.54" multiplicity=2 relative_energy_kcal_mol=12.3
C -0.0018 -0.0882 -6.0455 0.0 -0.9 -0.1 0.000
C -0.0075 -0.4192 -4.5568 0.0 2.7 1.5 0.000
H 0.0058 0.9910 -6.2935 0.0 -0.5 0.8 0.000
H -0.8731 -0.5514 -6.5339 0.1 0.0 0.3 0.000
H 0.8623 -0.5639 -6.5349 -0.1 0.0 0.3 0.000
O -0.0111 0.4065 -3.6441 -0.1 -2.5 -1.5 0.000
I -0.0083 -2.5615 -3.7336 0.0 0.6 -0.7 -0.001
Yb -0.0977 -0.8026 -1.2461 0.0 1.8 3.4 1.010
P 2.6069 0.1185 -0.4219 1.8 -1.3 -0.5 -0.001
C 3.4943 1.3072 0.6528 -0.8 0.7 0.3 0.000
C 3.1555 -1.4719 0.3158 -0.5 -0.2 0.4 0.000
H 4.2498 -1.5643 0.3902 -0.4 0.2 -0.1 0.000
H 4.7500 -0.2003 -1.6256 -0.5 0.1 0.0 0.000
H 2.7676 -2.3201 -0.2655 0.1 0.1 0.1 0.000
H 3.3185 -0.6810 -2.6113 0.3 0.1 0.2 0.000
H 3.0895 1.2473 1.6714 0.1 0.0 -0.2 0.000
H 2.7143 -1.5527 1.3130 0.1 -0.1 -0.1 0.000
C 3.7131 0.0571 -1.8948 -0.4 0.4 -0.4 0.000
H 4.5795 1.1351 0.6900 -0.4 -0.3 -0.3 0.000
H 3.6927 1.0355 -2.3918 0.2 -0.2 0.0 0.000
H 3.3080 2.3315 0.3059 0.1 -0.2 0.0 0.000
P -2.7578 0.1536 -0.4516 -0.6 -1.2 -0.5 -0.003
C -3.5282 1.3437 0.6956 0.7 0.5 0.1 -0.001
C -3.7744 0.1898 -1.9744 0.0 0.3 -0.2 0.000
H -2.7090 -2.2997 -0.1408 -0.2 0.1 0.0 0.000
H -4.3357 -1.6265 0.1637 0.2 0.1 0.0 0.000
H -3.0251 -1.4392 1.3602 0.0 0.0 -0.2 0.000
C -3.2598 -1.4497 0.2902 0.1 -0.2 0.1 0.000
H -3.3318 -0.4705 -2.7421 -0.3 0.2 0.3 0.000
H -4.8065 -0.1238 -1.7632 0.3 0.1 -0.1 0.000
H -4.6004 1.1441 0.8339 0.4 -0.1 -0.2 0.000
H -3.3884 2.3697 0.3242 -0.1 -0.3 0.1 0.000
H -3.7725 1.2139 -2.3808 -0.1 -0.3 0.1 0.000
H -2.9979 1.2608 1.6586 -0.3 0.0 -0.3 0.000
C -0.0980 1.3174 0.5099 1.8 2.6 0.1 -0.001
O 0.3070 2.3026 0.9583 -1.4 -2.6 -1.0 0.000
Cl -0.8365 -1.2584 4.7686 0.1 -0.2 -0.9 0.000
C -0.2140 -2.0192 3.2796 -0.1 -0.3 0.5 0.000
Cl 1.4885 -2.4723 3.5894 -0.4 0.1 -0.4 0.000
Cl -1.1889 -3.4951 2.9271 0.4 0.6 0.0 0.000
C -0.2786 -1.0800 2.0257 -1.3 2.1 0.7 0.000
O -0.6511 0.1146 2.1870 0.8 -2.7 0.0 0.000
O -0.0214 -1.6128 0.8841 0.2 0.3 -1.6 -0.001